i) Molecular formula: C15H18O2
Method: DFT, wB97M-V/def2-TZVPD

lowest unoccupied orbital energy	0.0237	Eh
HOMO-LUMO gap	8.93	eV
HOMO level	-8.284	eV
2S+1	1
SMILES	CCc1ccc(O)cc1.Cc1ccc(O)cc1

```
35
Properties=species:S:1:pos:R:3:mulliken_charge:R:1
C 0.04 2.36 3.47 -1.25
C -0.34 1.83 2.09 -0.92
C 0.67 0.92 1.42 0.44
C 1.64 1.47 0.58 -0.52
C 2.61 0.68 -0.01 -0.67
C 2.59 -0.69 0.23 0.70
O 3.57 -1.53 -0.26 -0.59
C 1.58 -1.26 0.97 -0.61
C 0.60 -0.45 1.55 -0.22
H -0.34 1.72 4.28 0.33
H -0.47 3.31 3.63 0.34
H 1.11 2.47 3.64 0.34
H -1.27 1.24 2.17 0.31
H -0.62 2.65 1.43 0.44
H 1.51 2.52 0.34 0.43
H 3.36 1.10 -0.66 0.31
H 3.88 -1.20 -1.12 0.30
H 1.65 -2.32 1.17 0.43
H -0.25 -0.93 2.02 0.39
C -1.29 -3.32 -0.92 -1.57
C -1.48 -1.85 -1.20 0.48
C -0.51 -1.08 -1.82 -0.37
C -0.62 0.30 -1.92 -0.52
C -1.75 0.93 -1.41 0.75
O -1.99 2.26 -1.65 -0.59
C -2.70 0.21 -0.71 -0.68
C -2.53 -1.16 -0.60 -0.30
H -2.13 -3.89 -1.31 0.42
H -1.25 -3.53 0.15 0.31
H -0.35 -3.66 -1.35 0.37
H 0.39 -1.59 -2.14 0.30
H 0.14 0.86 -2.45 0.28
H -1.16 2.72 -1.77 0.31
H -3.55 0.69 -0.25 0.44
H -3.22 -1.70 0.04 0.37
```

=====

ii) Molecular formula: C15H18O2
Method: DFT, wB97M-V/def2-TZVPD

lowest unoccupied orbital energy	0.0245	Eh
HOMO-LUMO gap	9.01	eV
HOMO level	-8.341	eV
2S+1	1
SMILES	CCc1ccc(O)cc1.Cc1ccc(O)cc1

```
35
Properties=species:S:1:pos:R:3:mulliken_charge:R:1
C -0.50 0.28 3.21 -1.35
C -1.30 -0.97 2.80 -0.61
C -0.75 -1.58 1.52 0.61
C -1.48 -2.58 0.87 -0.80
C -0.97 -3.20 -0.23 -0.64
C 0.15 -2.60 -0.90 0.30
O 0.79 -3.15 -1.91 -0.60
C 0.77 -1.57 -0.23 -0.39
C 0.24 -0.98 0.90 0.09
H -0.87 0.61 4.09 0.51
H -0.63 1.11 2.56 0.20
H 0.53 0.10 2.97 0.43
H -1.20 -1.69 3.49 0.47
H -2.40 -0.85 2.64 0.40
H -2.37 -2.99 1.41 0.31
H -1.38 -4.13 -0.48 0.46
H 0.97 -2.38 -2.55 0.37
H 1.67 -1.02 -0.81 0.11
H 0.59 -0.07 1.23 0.16
C 2.44 2.40 0.07 -1.48
C 1.30 2.00 -0.77 0.57
C -0.02 1.94 -0.18 -0.51
C -1.12 1.66 -0.95 -0.74
C -0.97 1.28 -2.23 0.64
O -1.87 1.03 -3.25 -0.56
C 0.30 1.29 -2.83 -0.08
C 1.41 1.63 -2.10 -0.42
H 2.73 3.42 0.05 0.37
H 3.33 1.77 -0.30 0.31
H 2.14 2.29 1.10 0.32
H -0.29 2.24 0.81 0.59
H -2.10 1.86 -0.41 0.31
H -2.42 0.30 -3.18 0.30
H 0.69 1.02 -3.93 0.23
H 2.57 1.53 -2.51 0.10
```

=====

Which of them is most stable, and which least? Most stable: i); least stable: ii).

=====

i) Molecular formula: C7H15B
Method: DFT, wB97M-V/def2-TZVPD

lowest unoccupied orbital energy	0.0249	Eh
HOMO-LUMO gap	9.90	eV
HOMO level	-9.225	eV
2S+1	1
SMILES	CB1CCCC1(C)C

```
23
Properties=species:S:1:pos:R:3:mulliken_charge:R:1
C -0.41 2.50 0.04 -1.00
B -0.15 0.98 0.34 -0.02
C 0.68 0.42 1.58 -0.91
C 1.47 -1.01 1.14 -0.40
C 1.25 -0.94 -0.38 -1.02
C -0.43 -0.27 -0.55 1.48
C -0.83 -0.16 -1.98 -1.81
C -1.31 -1.22 0.21 -1.73
H 0.59 2.69 -0.34 0.38
H -0.48 3.11 0.91 0.30
H -1.14 2.68 -0.72 0.30
H 1.38 1.17 1.97 0.41
H -0.08 0.20 2.41 0.30
H 2.52 -0.88 1.37 0.37
H 0.89 -1.89 1.60 0.20
H 2.01 -0.40 -0.86 0.45
H 1.19 -1.97 -0.83 0.40
H 0.01 -0.15 -2.79 0.25
H -1.38 0.69 -2.17 0.39
H -1.36 -1.07 -2.17 0.47
H -0.96 -2.29 0.12 0.27
H -2.31 -1.17 -0.21 0.55
H -1.12 -1.02 1.31 0.35
```

=====

ii) Molecular formula: C7H15B
Method: DFT, wB97M-V/def2-TZVPD

lowest unoccupied orbital energy	0.0223	Eh
HOMO-LUMO gap	7.32	eV
HOMO level	-6.713	eV
2S+1	1

```
23
Properties=species:S:1:pos:R:3:mulliken_charge:R:1
B 1.79 0.03 -0.03 0.17
C 1.22 -1.20 -0.75 -0.53
C -0.19 -1.59 -0.21 -1.07
C -0.69 0.99 0.30 -0.23
C -1.22 -0.33 -0.23 0.84
C 3.19 0.49 0.59 -0.86
C -0.92 2.24 -0.47 -1.35
C -2.37 -0.76 0.58 -1.89
H 0.90 -0.99 -1.84 0.25
H 1.80 -2.26 -0.86 0.25
H -0.53 -2.31 -0.87 0.47
H -0.06 -1.86 0.87 0.34
H -0.72 1.24 1.38 0.26
H -1.54 -0.32 -1.26 0.19
H 3.98 0.62 -0.32 0.25
H 3.51 -0.39 1.18 0.33
H 3.11 1.25 1.34 0.30
H -1.89 2.77 -0.09 0.29
H -1.07 2.10 -1.52 0.39
H -0.15 2.99 -0.33 0.32
H -3.23 -0.15 0.49 0.43
H -2.15 -0.80 1.63 0.42
H -2.77 -1.75 0.43 0.42
```

=====

Which of them is most stable, and which least? Most stable: i); least stable: ii).

=====

i) Molecular formula: C3H6O3
Method: DFT, wB97M-V/def2-TZVPD

lowest unoccupied orbital energy (spin up / spin down)	0.0178 / -0.0801	Eh
HOMO-LUMO gap (spin up / spin down)	6.73 / 8.31	eV
HOMO level (spin up / spin down)	-6.250 / -10.489	eV
2S+1	3
⟨S²⟩	2.01

```
12
Properties=species:S:1:pos:R:3:mulliken_spin:R:1
C 0.85 -0.86 -0.01 0.66
C 1.09 0.59 0.46 0.16
C 0.69 1.52 -0.61 0.04
O 1.42 0.82 1.61 0.19
O 1.69 -1.68 -0.34 0.80
O -2.27 -1.45 0.07 0.02
H -0.24 -0.97 0.10 0.12
H 1.42 1.80 -1.33 0.01
H 0.57 2.53 -0.12 0.02
H -0.39 1.18 -0.81 -0.01
H -2.70 -1.14 0.78 0.00
H -2.13 -2.33 0.19 0.00
```

=====

ii) Molecular formula: C3H6O3
Method: DFT, wB97M-V/def2-TZVPD

lowest unoccupied orbital energy (spin up / spin down)	0.0058 / -0.0951	Eh
HOMO-LUMO gap (spin up / spin down)	8.12 / 7.28	eV
HOMO level (spin up / spin down)	-7.962 / -9.863	eV
2S+1	3
⟨S²⟩	2.06

```
12
Properties=species:S:1:pos:R:3:mulliken_spin:R:1
C 1.40 -0.17 -0.10 -0.03
C -0.97 -0.43 0.52 -0.01
C 0.02 0.01 -0.56 0.01
O 2.43 -0.89 -0.53 1.10
O 1.95 -0.95 0.83 1.08
O 2.12 1.84 0.22 -0.16
H -0.91 -1.50 0.70 0.00
H -1.98 -0.19 0.19 0.00
H -0.77 0.10 1.45 0.00
H -0.13 1.07 -0.80 0.00
H -0.10 -0.57 -1.48 0.00
H 3.06 1.70 0.30 0.01
```

=====

Which of them is most stable, and which least? Most stable: i); least stable: ii).

=====

i) Molecular formula: C28H25CdIN9O3S
Method: DFT, wB97M-V/def2-TZVPD

lowest unoccupied orbital energy	0.0721	Eh
HOMO-LUMO gap	6.13	eV
net charge	-1
HOMO level	-4.168	eV
2S+1	1

```
68
Properties=species:S:1:pos:R:3:mulliken_charge:R:1
Cd -0.64 0.78 0.18 2.20
C 1.13 2.01 3.74 -0.54
C 2.17 1.07 3.21 0.65
N 3.41 1.22 3.61 -0.66
C 4.36 0.42 3.09 -0.67
C 4.10 -0.57 2.18 0.72
C 5.29 -1.38 1.72 -1.18
O 5.65 -2.40 2.65 -0.53
C 2.76 -0.82 1.77 0.66
C 2.53 -1.96 0.93 -1.25
N 1.43 -2.32 0.36 -0.20
C 1.48 -3.38 -0.52 0.17
C 2.50 -3.51 -1.48 0.14
C 2.51 -4.55 -2.39 -0.82
C 1.49 -5.50 -2.37 -0.51
C 0.46 -5.38 -1.46 -0.40
C 0.44 -4.33 -0.56 -0.35
I -1.11 -4.15 0.82 0.07
C 1.73 0.07 2.25 0.59
O 0.49 0.02 1.97 -1.59
H 1.53 2.57 4.58 0.42
H 0.23 1.47 4.02 0.26
H 0.84 2.70 2.95 -0.24
H 5.37 0.62 3.42 0.38
H 6.14 -0.70 1.57 0.37
H 5.11 -1.89 0.77 0.32
H 5.48 -2.04 3.53 0.43
H 3.39 -2.63 0.81 0.96
H 3.29 -2.77 -1.49 0.43
H 3.31 -4.63 -3.11 0.37
H 1.51 -6.33 -3.07 0.37
H -0.34 -6.11 -1.44 0.37
N -3.76 0.98 3.26 -0.51
C -2.90 1.28 2.22 0.48
S -3.07 0.30 0.79 -0.63
N -2.12 2.30 2.40 -1.08
N -1.26 2.57 1.38 0.59
C -0.70 3.72 1.39 -0.66
C 0.25 4.17 0.39 1.07
C 1.01 5.31 0.68 -0.59
C 1.95 5.82 -0.20 -0.66
C 2.13 5.17 -1.43 -0.57
C 1.38 4.07 -1.76 -0.34
C 0.39 3.52 -0.89 0.06
O -0.32 2.53 -1.28 -1.16
H -4.17 0.06 3.20 0.23
H -3.45 1.26 4.17 0.24
H -0.95 4.42 2.19 0.33
H 0.87 5.78 1.64 0.33
H 2.53 6.69 0.06 0.38
H 2.87 5.55 -2.13 0.37
H 1.53 3.58 -2.71 0.29
N -0.39 0.11 -4.01 -0.04
C -1.70 -0.29 -3.96 -0.65
C -1.94 -0.60 -2.65 -0.46
N -0.81 -0.39 -1.91 -0.03
C 0.10 0.06 -2.75 0.14
C 1.45 0.48 -2.41 -0.06
N 1.85 0.86 -1.23 0.38
C 3.16 1.22 -1.35 -0.49
C 3.57 1.04 -2.64 -1.05
N 2.47 0.57 -3.32 -0.10
H 0.06 0.51 -4.81 0.20
H -2.33 -0.32 -4.83 0.44
H -2.84 -0.96 -2.19 0.42
H 3.72 1.59 -0.51 0.55
H 4.51 1.20 -3.13 0.51
H 2.45 0.31 -4.28 0.18
```

=====

ii) Molecular formula: C28H25CdIN9O3S
Method: DFT, wB97M-V/def2-TZVPD

lowest unoccupied orbital energy	0.0740	Eh
HOMO-LUMO gap	5.96	eV
net charge	-1
HOMO level	-3.947	eV
2S+1	1

```
68
Properties=species:S:1:pos:R:3:mulliken_charge:R:1
Cd -0.29 -0.58 0.85 2.86
C -0.21 3.86 -0.54 -0.80
C 0.29 2.94 -1.60 0.51
N 1.07 3.43 -2.52 -0.70
C 1.56 2.60 -3.46 -1.09
C 1.30 1.26 -3.52 0.86
C 1.98 0.45 -4.60 -0.85
O 1.08 -0.04 -5.59 -0.55
C 0.43 0.69 -2.56 0.76
C 0.11 -0.68 -2.66 -1.51
N -0.42 -1.44 -1.76 0.16
C -0.43 -2.79 -2.01 -0.01
C 0.65 -3.40 -2.68 0.02
C 0.69 -4.76 -2.92 -0.93
C -0.34 -5.57 -2.49 -0.55
C -1.40 -5.01 -1.79 -0.50
C -1.43 -3.65 -1.56 -0.04
I -3.08 -2.84 -0.51 0.05
C -0.09 1.54 -1.52 -0.06
O -0.88 1.14 -0.62 -0.95
H 0.35 4.79 -0.57 0.34
H -0.11 3.38 0.42 0.08
H -1.27 4.08 -0.69 0.27
H 2.22 3.07 -4.19 0.32
H 2.47 -0.44 -4.17 0.28
H 2.75 1.07 -5.08 0.33
H 0.48 0.68 -5.80 0.39
H 0.31 -1.13 -3.64 1.25
H 1.48 -2.79 -3.00 0.51
H 1.54 -5.19 -3.43 0.37
H -0.32 -6.63 -2.69 0.37
H -2.19 -5.65 -1.42 0.37
N 3.10 -2.95 -0.75 -0.55
C 2.28 -2.11 -0.03 0.21
S 1.00 -2.86 0.84 -0.54
N 2.61 -0.85 -0.04 -1.15
N 1.85 0.00 0.69 0.48
C 2.38 1.14 0.96 -1.09
C 1.78 2.19 1.73 1.48
C 2.46 3.42 1.81 -0.44
C 1.96 4.49 2.50 -0.77
C 0.73 4.37 3.14 -0.55
C 0.04 3.19 3.10 -0.46
C 0.53 2.03 2.43 -0.13
O -0.12 0.93 2.51 -0.88
H 2.70 -3.84 -0.98 0.25
H 3.63 -2.49 -1.48 0.28
H 3.40 1.33 0.60 0.21
H 3.40 3.51 1.28 0.32
H 2.51 5.42 2.55 0.36
H 0.31 5.22 3.67 0.36
H -0.92 3.09 3.60 0.32
N -4.21 0.42 2.78 -0.06
C -4.64 1.01 1.62 -0.84
C -3.68 0.74 0.69 -0.63
N -2.70 0.00 1.24 0.37
C -3.02 -0.18 2.50 0.13
C -2.21 -0.92 3.42 -0.30
N -1.27 -1.76 3.04 0.05
C -0.72 -2.26 4.17 -0.31
C -1.33 -1.73 5.27 -0.73
N -2.30 -0.88 4.79 -0.10
H -4.71 0.43 3.66 0.18
H -5.56 1.56 1.57 0.42
H -3.64 1.04 -0.34 0.48
H 0.08 -2.97 4.12 0.45
H -1.18 -1.88 6.32 0.43
H -2.84 -0.24 5.34 0.21
```

=====

Which of them is most stable, and which least? Most stable: ii); least stable: i).